Record 1
Computed, not measured: 11 unconnected molecules or ions with the total composition C17H26Cl30N3O2S at a distorted geometry, with wB97M-V/def2-TZVPD.

```
79
Properties=species:S:1:pos:R:3:forces:R:3
H -1.844 -5.608 -6.893 0.02 -0.01 0.01
H 1.935 -0.806 -1.851 0.20 -0.39 0.12
Cl 5.614 -2.533 5.791 -0.04 0.04 -0.10
Cl -8.008 -1.475 -5.642 -0.14 -0.06 0.21
C 5.863 -3.454 4.307 0.02 -0.14 0.20
Cl -3.310 -6.772 -9.096 0.05 -0.14 -0.14
Cl 1.792 7.746 8.848 0.04 -0.01 -0.01
H -0.761 -0.201 -1.544 -0.17 0.29 0.20
Cl -4.097 -1.663 -6.919 -0.06 0.09 -0.29
N 0.110 1.687 -0.170 -0.87 -0.82 1.34
H 3.023 -1.010 4.474 -0.27 0.00 0.29
H 0.619 -0.732 2.798 -0.16 -0.09 -0.43
C -0.100 -0.984 -1.205 0.88 0.00 -1.06
H -0.026 3.730 0.518 0.21 0.15 -0.09
Cl -6.285 -0.013 -7.868 0.13 -0.03 -0.18
C -9.138 -2.608 -4.898 -0.05 0.07 -0.01
Cl 3.001 -1.333 8.998 -0.02 0.06 -0.03
C 3.104 7.458 9.993 -0.10 0.05 0.07
S 2.802 2.781 0.388 0.70 0.53 0.21
Cl -9.935 -1.879 -3.501 0.03 -0.03 0.00
H 1.665 2.367 6.243 -0.01 -0.03 -0.09
Cl -6.325 -2.905 -8.319 0.04 0.05 -0.07
Cl -2.073 -9.330 -9.711 -0.01 0.02 0.05
H -3.199 -8.691 -7.762 0.00 0.03 0.02
H 1.038 -1.331 0.597 -0.04 -0.07 -0.21
H -0.867 1.422 -0.312 0.12 0.26 -1.06
H -0.704 -1.876 -1.109 0.11 -0.23 0.36
C -2.558 0.811 -4.172 -0.10 -0.06 -0.15
Cl -10.326 -3.165 -6.077 0.03 -0.01 0.02
H -4.809 -1.329 -9.126 0.03 0.04 0.01
Cl 0.994 -0.464 7.090 -0.02 0.07 0.00
Cl 0.259 4.083 5.492 -0.02 -0.05 -0.03
Cl 4.546 -3.160 3.156 0.07 -0.03 -0.05
O 0.767 -0.203 -3.388 0.19 0.02 0.17
Cl -2.765 -7.099 -5.340 0.03 0.01 -0.02
H 2.851 1.739 -0.461 -0.44 -0.11 0.33
Cl -3.921 1.059 -5.245 0.07 0.36 0.25
Cl 3.692 0.616 6.963 0.01 0.04 0.06
C 0.794 0.338 2.925 0.59 -0.23 0.65
H 4.028 7.785 9.536 0.01 -0.01 -0.01
Cl 2.562 4.277 7.263 -0.13 -0.11 -0.09
H 6.786 -3.120 3.851 -0.02 0.03 -0.03
H -0.716 2.441 1.566 -0.08 0.57 0.31
Cl -2.393 -0.901 -3.774 -0.08 -0.13 -0.01
N 0.572 -0.622 0.044 -0.66 -0.39 0.50
Cl 5.184 6.217 -0.802 -0.05 -0.02 -0.01
H 1.481 0.449 -3.340 -0.38 -0.10 -0.29
H 1.087 -2.130 -2.662 -0.08 -0.06 -0.26
Cl -4.937 -9.171 -9.252 0.03 0.03 0.03
Cl -1.691 -4.441 -4.865 0.04 0.03 0.00
Cl 2.861 8.383 11.472 0.03 -0.03 -0.04
H -1.655 1.127 -4.678 0.05 0.00 0.07
Cl 3.006 6.159 1.115 -0.07 0.11 0.12
H 2.125 0.814 8.695 0.00 0.02 -0.01
C 0.643 0.589 0.506 0.08 0.72 -0.18
C 0.996 -1.105 -2.315 -0.16 0.43 0.37
H 3.783 0.406 3.796 0.07 0.25 -0.11
O 1.726 0.529 3.921 -0.09 0.00 -0.17
Cl 4.155 8.698 0.300 -0.03 -0.05 -0.02
C -5.314 -1.465 -8.179 -0.04 0.04 0.07
C 3.754 7.062 -0.210 0.13 0.07 0.00
C 1.423 2.386 1.563 0.46 0.31 -1.49
C -2.497 -5.497 -6.037 -0.20 -0.03 -0.02
Cl -4.006 -4.782 -6.586 0.08 -0.28 0.29
H 2.930 -0.745 2.760 -0.08 0.17 -0.28
C 0.107 2.734 0.911 -0.10 -0.55 -0.27
Cl 6.007 -5.173 4.652 0.00 0.06 -0.04
H -8.578 -3.467 -4.554 0.00 0.00 0.00
Cl 2.902 3.369 4.530 0.29 0.18 0.10
C 1.824 3.391 5.931 0.03 0.13 0.12
C 2.415 0.012 8.027 0.09 -0.18 0.09
C -3.359 -8.518 -8.818 -0.02 -0.09 -0.14
N 1.291 0.922 1.657 -0.03 -0.05 -0.13
C 2.914 -0.237 3.720 0.26 -0.27 0.26
H 1.740 2.963 2.423 -0.47 -0.58 0.54
Cl 3.250 5.733 10.351 0.04 0.00 0.00
Cl -2.728 1.777 -2.692 0.05 0.04 0.07
H 3.039 7.124 -1.019 -0.02 -0.01 0.01
H -0.138 0.815 3.225 -0.01 0.16 0.13
```
Positions in Å, forces in eV/Å.

LUMO level (eV): -2.871
E_tot (hartree): -15181.720577
Orbital gap (eV): 9.29
Net charge: +1

Record 2
Computed, not measured: 2 unconnected molecules or ions with the total composition C9H14N6 at a distorted geometry, with wB97M-V/def2-TZVPD.

```
29
Properties=species:S:1:pos:R:3:forces:R:3
C 3.581 -1.996 -0.058 -0.99 3.76 -0.56
H 0.641 0.901 -1.513 0.59 0.59 0.86
N 2.426 2.018 -0.175 1.40 0.74 -1.73
H -0.429 -1.206 1.873 0.53 -0.59 1.36
H 2.168 -1.810 1.652 0.25 -0.24 -0.31
N 4.061 -1.195 -0.990 1.82 1.70 -2.43
C -0.760 -0.994 0.903 -2.25 2.21 -1.30
N 1.520 0.755 1.386 -0.92 -2.83 0.94
C 0.061 0.048 -1.169 -2.32 -0.44 -0.21
N 2.360 -0.069 0.640 3.06 2.01 -1.28
C 2.901 0.750 -0.359 0.34 -1.86 1.41
C 1.678 1.987 0.867 -0.56 -0.53 0.15
H 1.192 2.820 1.350 -0.03 0.18 -0.13
C 3.849 0.122 -1.191 -1.49 0.19 0.56
H -2.842 -0.509 1.104 -0.88 0.40 0.02
C -1.944 0.071 1.043 2.07 0.86 1.28
H -1.195 -1.889 0.437 0.38 -0.08 -0.13
N 0.299 -0.501 0.123 0.48 -0.50 -0.91
H -1.712 0.715 1.961 -0.79 -1.03 -1.26
H -1.309 1.904 -0.020 -1.49 -1.81 0.22
H 3.994 -2.956 -0.115 -0.10 -1.56 0.71
N -1.953 1.030 -0.157 3.20 0.80 1.21
H -2.831 1.386 -0.367 -2.51 0.90 -0.05
H 4.241 0.817 -1.980 0.36 -1.57 0.46
H 0.389 -0.654 -1.973 -0.23 -0.19 0.67
C 2.663 -1.376 0.781 -0.89 -0.20 2.28
H -1.996 -0.570 -1.535 -0.08 0.17 0.60
H -1.581 0.887 -2.266 -0.29 0.89 0.03
C -1.452 0.363 -1.332 1.34 -1.97 -2.44
```
Positions in Å, forces in eV/Å.

Energy relative to the best compared isomer or geometry (same formula, charge and spin) (kJ/mol): 305.7
LUMO level (alpha / beta) (eV): -10.562 / -9.583
E_tot (hartree): -679.047086
Orbital gap (alpha / beta) (eV): 6.46 / 7.45
Net charge: +2